1.
{"formula": "CH26O12", "method": "ωB97M-V/def2-TZVPD", "orbital_gap_ev": 7.5, "e_tot_ha": -956.4443, "homo_energy_ev": -9.28, "elements": ["O", "H", "H", "H", "C", "O", "H", "H", "H", "O", "H", "H", "O", "H", "H", "O", "H", "H", "O", "H", "H", "O", "H", "H", "O", "H", "H", "O", "H", "H", "O", "H", "H", "O", "H", "H", "O", "H", "H"], "xyz": [[-2.03245, 2.65714, -1.67206], [-2.11473, 3.00281, -2.57268], [-1.08282, 2.61740, -1.38651], [-2.36351, 1.72942, -1.74058], [-0.71980, 0.08511, 0.58294], [0.48049, -0.66739, 0.75195], [-1.49938, -0.58508, 0.32991], [-0.69817, 0.91311, -0.11826], [-1.12375, 0.42822, 1.49871], [1.74942, 1.76069, 1.03931], [2.08705, 1.87865, 0.13180], [1.18022, 1.01485, 0.99692], [0.23667, 3.76855, -0.07894], [0.78590, 3.08108, 0.38788], [0.72632, 4.13979, -0.78591], [1.32506, -0.86465, -1.69619], [1.81716, -1.67121, -1.55895], [0.86122, -0.80682, -0.84978], [1.77420, 0.36227, 3.60777], [1.63109, 0.72839, 2.78264], [1.31896, -0.46727, 3.59168], [0.68740, -2.09184, 2.77972], [-0.17283, -2.44562, 3.06810], [0.60723, -1.48674, 2.05266], [-2.84694, -0.08555, -1.69216], [-2.33063, -0.78345, -2.12159], [-3.42344, 0.09620, -2.38340], [-0.40242, -3.25978, 0.25330], [-0.07609, -2.34425, 0.40328], [0.08069, -3.72697, 0.95098], [-3.03390, -2.76520, 0.43989], [-3.12590, -1.92461, 0.00616], [-2.10564, -2.75008, 0.62716], [0.54809, 1.77578, -2.72548], [1.06662, 1.15448, -2.19730], [0.02799, 1.24826, -3.33370], [3.54809, -0.89369, 0.36181], [2.63766, -1.07036, 0.15201], [3.97487, -1.75165, 0.11695]], "forces_ev_per_angstrom": [[-0.64, -0.17, -0.19], [0.40, 0.54, -0.11], [0.88, 0.43, 0.27], [0.02, -1.02, 0.64], [0.81, -1.75, 0.56], [-0.85, 1.63, -1.05], [-1.01, -0.67, -1.07], [0.35, 0.28, -0.41], [0.04, 1.05, 1.42], [1.01, 2.60, -0.83], [0.32, -0.63, 0.71], [-0.80, -2.19, -0.29], [-1.31, -1.19, 0.70], [-0.23, 0.56, -0.05], [1.08, 0.50, -0.85], [-0.01, 0.29, -1.30], [0.36, -0.34, -0.47], [-0.47, 0.25, 1.34], [0.73, -0.02, 2.83], [-0.10, 1.18, -2.40], [-0.34, -1.09, 0.04], [0.05, -2.22, 2.63], [0.52, 0.54, -0.43], [-0.66, 1.13, -1.54], [1.74, 0.07, 0.94], [0.58, -0.17, 0.60], [-2.51, 0.50, -1.89], [0.50, 0.08, 0.29], [0.17, 0.13, -0.14], [-0.15, -0.05, -0.15], [-1.26, 0.12, -0.02], [-0.61, 0.58, -0.30], [1.35, -0.84, 0.23], [-0.58, 0.83, 0.33], [0.10, -0.61, -0.18], [0.36, -0.45, -0.12], [1.30, -1.32, -0.43], [-0.87, 0.31, 0.24], [-0.25, 1.14, 0.46]], "mulliken_charge": [-0.31, 0.47, 0.31, 0.52, 0.16, 0.22, -0.08, -0.52, 0.31, -1.02, 0.33, 0.25, -0.72, 0.48, 0.31, -0.77, 0.30, 0.27, -0.69, 0.18, 0.35, -0.83, 0.29, 0.26, -0.70, 0.35, 0.33, -0.79, 0.55, 0.33, -0.67, 0.28, 0.37, -0.61, 0.28, 0.32, -0.62, 0.23, 0.29]}



2.
{"formula": "CH26O12", "method": "ωB97M-V/def2-TZVPD", "orbital_gap_ev": 7.8, "e_tot_ha": -956.3468, "homo_energy_ev": -8.82, "elements": ["O", "H", "H", "H", "C", "O", "H", "H", "H", "O", "H", "H", "O", "H", "H", "O", "H", "H", "O", "H", "H", "O", "H", "H", "O", "H", "H", "O", "H", "H", "O", "H", "H", "O", "H", "H", "O", "H", "H"], "xyz": [[-0.44151, 0.23410, -0.36236], [-0.39651, 1.15510, 0.04364], [-0.00251, -0.62590, 0.02964], [-0.18251, 0.15110, -1.32936], [0.71849, -3.12290, 0.68064], [0.02149, -1.87790, 0.84564], [0.59549, -4.00390, 1.07864], [1.74349, -2.90490, 1.21564], [0.79749, -3.08690, -0.31936], [-0.22251, -2.14390, 3.49864], [-1.04851, -1.69590, 3.58864], [0.04349, -1.99390, 2.47364], [2.41349, -1.54390, -3.50436], [1.72049, -0.91890, -3.35136], [2.17549, -2.39590, -3.64936], [0.55149, 2.29510, -0.89836], [0.42149, 3.26810, -1.11636], [1.52749, 2.02310, -0.84436], [-2.49751, -1.68990, 0.83464], [-2.90351, -1.31690, 1.63364], [-1.39351, -1.86190, 0.70864], [-2.40551, 2.45810, 1.16964], [-2.23751, 3.00010, 0.42864], [-2.94451, 2.00210, 0.46064], [2.46349, 2.87810, 1.45464], [1.57149, 2.59610, 1.42164], [2.74649, 2.46810, 0.64664], [-0.07451, 1.43910, 2.32564], [-0.15251, 1.06310, 3.22264], [-0.87751, 1.85010, 2.17664], [2.67749, -0.55890, 0.20064], [2.08049, -1.25190, 0.33164], [3.00349, -0.66490, 0.98364], [-0.02351, 0.03710, -3.07836], [-0.78151, -0.21990, -3.49036], [0.30349, 0.92610, -3.56636], [-2.76551, 1.43110, -1.68136], [-2.70151, 1.95210, -2.48036], [-3.52351, 0.65110, -1.78236]], "forces_ev_per_angstrom": [[-0.03, -0.78, -1.04], [0.52, -1.59, -0.62], [-0.32, -0.49, 1.76], [-0.62, 1.14, 0.70], [3.83, 7.03, 0.99], [-0.83, -0.52, 0.64], [-2.78, -4.56, 2.40], [-0.93, -0.50, -1.34], [1.16, -1.33, -3.69], [1.84, -0.07, -2.18], [-0.85, 0.35, -0.07], [-1.23, -0.02, 2.45], [2.84, 3.71, 0.43], [-1.05, -0.34, 0.08], [-1.75, -3.55, -0.53], [1.39, 1.81, -0.67], [1.04, -1.81, 0.54], [-2.06, 1.05, -0.24], [0.64, -0.30, -1.07], [1.12, -0.33, -0.33], [-2.06, 0.63, 1.70], [-1.59, -1.45, -1.34], [1.78, 2.90, -0.70], [-0.19, -1.44, 1.88], [1.02, 0.59, -0.15], [-1.94, -0.44, 0.92], [1.12, -0.24, -0.42], [2.62, -1.42, 1.09], [0.33, 0.05, -0.68], [-2.89, 1.38, -0.58], [-1.80, 2.08, -6.83], [-2.48, -1.90, -0.89], [4.25, 0.20, 7.65], [4.75, 4.31, 0.25], [-3.44, -1.14, -1.93], [-1.30, -3.12, 1.75], [-2.64, -3.03, 0.42], [-0.52, -0.12, -0.45], [3.06, 3.24, 0.11]], "mulliken_charge": [-0.03, 0.27, 0.30, 0.54, -1.00, -0.61, 0.40, 0.27, 0.36, -0.73, 0.24, 0.47, -0.61, 0.39, 0.27, -0.58, 0.26, 0.24, -0.73, 0.21, 0.36, -0.67, 0.28, 0.32, -0.61, 0.36, 0.29, -0.57, 0.25, 0.31, -0.58, 0.16, 0.28, -0.75, 0.26, 0.36, -0.59, 0.27, 0.34]}



3.
{"formula": "CH26O13", "method": "ωB97M-V/def2-TZVPD", "orbital_gap_ev": [7.0, 3.2], "charge": 1, "multiplicity": 2, "e_tot_ha": -1031.4321, "homo_energy_ev": [-13.08, -13.08], "s_squared": 0.757, "elements": ["O", "C", "H", "H", "H", "H", "O", "H", "H", "O", "H", "H", "O", "H", "H", "O", "H", "H", "O", "H", "H", "O", "H", "H", "O", "H", "H", "O", "H", "H", "O", "H", "H", "O", "H", "H", "O", "H", "H", "O"], "xyz": [[1.00813, -2.83685, -2.15052], [1.87117, -3.05856, -1.31189], [1.66955, -3.65480, -0.41103], [2.88178, -2.75893, -1.65509], [2.31171, -1.17116, 2.61886], [3.03982, -2.58426, 2.35869], [2.98196, -1.80240, 2.91945], [-1.25996, -2.54697, 1.28581], [-0.34291, -2.70348, 2.54070], [-0.45770, -2.98112, 1.62403], [0.43910, 3.44592, -1.42621], [0.87298, 2.85744, -2.72506], [1.14653, 3.54437, -2.08938], [0.52214, -0.65940, -2.25467], [0.64590, 0.21708, -0.95962], [0.46779, 0.22154, -1.90394], [-1.49720, -1.61212, -0.87971], [-2.62732, -2.58854, -0.74855], [-2.23391, -1.81615, -0.28892], [0.36985, -0.17720, 3.53198], [0.12182, 0.32075, 2.09168], [0.46872, -0.43831, 2.61734], [-4.02220, -0.06614, -2.07129], [-3.20539, -0.37314, -0.83704], [-3.63222, 0.38044, -1.30073], [-0.80577, 1.49823, -1.90891], [-2.35896, 1.45488, -1.65842], [-1.62065, 2.04159, -1.92966], [-0.74743, 1.88561, 1.14706], [-2.12234, 1.07790, 1.36127], [-1.32404, 1.42871, 1.75988], [2.86908, 1.38113, 0.58202], [1.81169, 2.44328, 0.14986], [1.92707, 1.55092, 0.50912], [1.27016, -0.72862, 0.64499], [0.73342, -2.11188, 0.99826], [1.26164, -1.63079, 0.27796], [-1.51080, 3.90094, -0.45143], [-0.30071, 4.78027, -0.00888], [-0.62251, 3.86982, -0.04802]], "forces_ev_per_angstrom": [[0.71, -0.61, 0.83], [-1.09, 1.01, -0.73], [0.08, -0.25, -0.03], [0.19, 0.03, 0.45], [-0.06, -0.50, -0.15], [-0.31, 0.48, -0.02], [0.43, -0.02, 0.34], [0.10, 0.01, 0.16], [-0.20, 0.06, 0.08], [0.11, -0.29, -0.02], [-0.02, 0.44, -0.03], [0.44, 0.53, 0.06], [-0.26, -0.99, -0.17], [0.03, -0.34, 0.00], [0.36, -0.09, -0.01], [-0.11, 0.56, -0.15], [0.20, 0.36, 0.15], [-0.08, 0.45, 0.58], [0.01, -0.98, -0.69], [-0.03, 0.23, 0.33], [-0.31, -0.36, 0.82], [0.24, 0.11, -0.70], [-0.04, 0.54, 0.18], [-0.38, 0.55, -0.04], [-0.10, -1.16, -0.02], [-0.90, 0.28, -0.19], [0.35, 0.24, -0.34], [0.35, -0.13, 0.27], [-0.54, 0.63, -0.74], [0.09, 0.33, -0.53], [0.46, -0.51, 0.92], [0.14, 0.27, -0.02], [0.20, -0.16, -0.19], [-0.58, -0.39, 0.06], [0.73, 0.00, -0.24], [-0.11, -0.12, -0.67], [-0.18, -0.18, 0.13], [0.57, -0.15, 0.03], [-0.21, -0.06, 0.09], [-0.29, 0.19, 0.20]], "mulliken_charge": [-0.05, 0.27, 0.26, 0.33, 0.35, 0.28, -0.62, 0.39, 0.34, -0.70, 0.35, 0.39, -0.65, 0.17, 0.47, -0.57, 0.36, 0.36, -0.79, 0.25, 0.32, -0.53, 0.31, 0.40, -0.68, 0.21, 0.41, -0.64, 0.36, 0.29, -0.68, 0.25, 0.27, -0.50, 0.02, 0.43, -0.35, 0.32, 0.28, -0.66]}